1.
C23H55N5O6Si | ωB97M-V with the def2-TZVPD basis set

The geometry in XYZ format:
```
90
Properties=species:S:1:pos:R:3:forces:R:3
C 3.329516 -0.857462 1.243893 -0.20 0.01 -0.35
C 2.658863 -0.167125 0.047010 -0.02 -0.49 0.17
C 1.655326 -1.094139 -0.642992 -0.03 0.14 0.06
C 0.620585 -0.357135 -1.508426 0.22 -0.32 -0.27
Si -1.040118 -1.235956 -1.672749 0.17 0.29 0.13
C -1.418658 -2.313797 -0.189897 -0.46 0.03 -0.03
C -2.900550 -2.210228 0.179010 0.27 -0.22 -0.11
O -3.063756 -0.991925 0.856498 0.04 0.15 0.01
C -4.231949 -0.217627 0.628977 -0.11 0.16 0.34
C -3.868268 1.129808 0.042904 -0.29 -0.01 -0.28
H 2.721971 -0.717718 2.134133 0.02 -0.04 0.18
H 3.394826 -1.928802 1.061080 0.13 -0.10 0.02
H 4.329966 -0.475434 1.424434 0.09 0.07 0.15
H 3.419485 0.139058 -0.668825 -0.02 0.29 -0.10
H 2.114212 0.702972 0.411175 0.12 0.30 -0.11
H 2.196412 -1.803015 -1.269290 0.05 -0.17 0.03
H 1.176305 -1.696475 0.127710 -0.10 -0.03 0.05
H 1.027227 -0.248046 -2.516221 0.01 0.18 -0.09
H 0.469963 0.656375 -1.139514 -0.17 0.07 0.15
H -2.113419 -0.218888 -1.748097 0.02 -0.02 -0.15
H -1.097068 -1.992001 -2.951778 0.02 -0.13 0.05
H -0.885649 -1.939477 0.682456 0.20 -0.05 0.05
H -1.118209 -3.349159 -0.327785 0.12 -0.09 -0.07
H -3.168681 -3.053983 0.822245 -0.18 -0.02 0.15
H -3.542347 -2.262120 -0.705426 -0.12 0.06 -0.09
H -4.948729 -0.741860 -0.004931 0.03 -0.17 -0.12
H -4.712674 -0.057355 1.595353 -0.02 -0.01 0.07
H -3.698015 1.073383 -1.030503 0.14 -0.03 -0.03
H -4.674067 1.836832 0.221154 -0.05 0.09 0.08
H -2.977557 1.502953 0.537037 0.07 0.07 0.02
C -2.096641 5.052953 3.892424 -0.28 -0.06 0.41
N -3.305648 4.360588 3.491685 0.00 0.15 0.03
C -3.435075 3.071184 3.080841 0.35 -0.34 -0.01
C -2.178689 2.231676 3.048063 -0.99 -0.77 -0.03
O -4.524784 2.632383 2.743446 -0.22 0.06 -0.01
H -2.181030 5.410170 4.920949 -0.07 0.08 0.04
H -1.911577 5.909253 3.242256 0.09 0.03 -0.04
H -1.243248 4.387765 3.824712 -0.30 0.26 0.18
H -4.173780 4.871377 3.496245 -0.03 0.00 -0.01
H -2.440175 1.232820 2.710939 -0.24 -0.12 0.19
H -1.440805 2.659201 2.364853 -0.76 -0.58 0.58
H -1.736830 2.161224 4.043151 0.15 0.09 -0.04
C -0.540751 -6.930615 2.603958 0.03 0.20 0.04
N -0.004627 -5.723878 2.003002 -0.02 -0.06 0.01
C 0.631509 -5.593252 0.808844 -0.05 -0.02 -0.01
C 0.816082 -6.845029 -0.012159 -0.01 0.06 -0.07
O 1.014144 -4.498439 0.426323 0.08 0.02 -0.03
H -1.614560 -6.831255 2.770610 -0.01 -0.05 -0.01
H -0.060522 -7.127414 3.563945 0.00 -0.05 -0.01
H -0.373893 -7.782215 1.953258 -0.01 -0.02 -0.02
H -0.100348 -4.855682 2.505877 -0.01 0.01 0.01
H 1.326039 -6.578901 -0.932837 0.02 0.06 0.01
H 1.414881 -7.581149 0.524463 -0.05 -0.05 0.00
H -0.145840 -7.296940 -0.257796 0.05 -0.11 0.03
C 1.732846 5.572773 -0.076996 0.00 -0.01 0.28
N 1.103437 5.049628 1.126046 -0.17 -0.17 -0.04
C 0.145716 4.096404 1.229279 0.45 0.34 -0.43
C -0.356634 3.475916 -0.053809 -0.08 -0.06 0.16
O -0.288726 3.759228 2.322838 2.06 0.99 -0.86
H 2.808165 5.386222 -0.050665 -0.01 0.00 -0.08
H 1.572033 6.644248 -0.167312 0.01 0.02 -0.07
H 1.326782 5.090443 -0.958594 -0.01 0.00 -0.03
H 1.394178 5.421232 2.016115 0.03 0.03 0.02
H -1.103007 2.729684 0.202806 -0.01 -0.02 -0.07
H -0.813995 4.226141 -0.699256 0.04 -0.01 -0.03
H 0.457524 2.990837 -0.593392 -0.01 0.05 -0.04
C 6.362402 8.366561 -0.334899 -0.16 -0.08 0.10
N 4.978510 8.023640 -0.600914 0.05 0.02 -0.03
C 4.268910 8.208307 -1.746293 0.03 0.03 -0.04
C 4.986202 8.854120 -2.909009 -0.05 -0.01 -0.01
O 3.101424 7.862975 -1.821058 0.00 -0.01 0.02
H 6.935958 7.475435 -0.075535 0.04 0.02 -0.03
H 6.430630 9.073599 0.493248 0.04 0.03 -0.02
H 6.812313 8.820457 -1.210741 0.01 0.01 -0.02
H 4.446371 7.593274 0.138159 0.00 0.00 0.02
H 4.288158 8.928516 -3.736140 -0.04 -0.01 0.01
H 5.333421 9.853733 -2.646092 0.05 -0.01 -0.01
H 5.843060 8.255715 -3.219890 0.03 0.04 0.01
C -2.839688 -7.098149 -3.701242 -0.03 0.02 0.20
N -2.404834 -7.778650 -2.496078 0.01 0.00 -0.06
C -1.552207 -8.830420 -2.381896 0.01 0.03 -0.02
C -0.966995 -9.391819 -3.656754 0.01 -0.04 0.04
O -1.271189 -9.289457 -1.286313 0.01 0.01 0.04
H -2.559759 -6.044216 -3.668507 0.02 0.00 -0.05
H -3.923309 -7.164398 -3.809185 0.00 -0.01 -0.05
H -2.379839 -7.548011 -4.574109 0.01 -0.01 -0.02
H -2.762896 -7.452670 -1.612343 -0.02 0.01 0.01
H -0.311691 -10.215315 -3.393032 0.00 -0.01 0.04
H -1.752323 -9.759971 -4.317526 0.01 0.03 -0.04
H -0.389722 -8.633496 -4.186601 -0.03 0.00 -0.04
```
Forces are in eV/Å.

The max |F| comes out at 2.44 eV/Å. As for the SMILES: CCCC[SiH2]CCOCC.CNC(C)=O.CNC(C)=O.CNC(C)=O.CNC(C)=O.CNC(C)=O. Its charge is 0. The LUMO energy is 0.5 eV. As for the HOMO energy: -0.317 Eh. The total energy is -1924.08180 Eh.

Here are the Mulliken charges for atoms 1 to 5, given in e: -1.28, 0.02, -0.35, 0.26, 0.30

=====

2.
C23H56Br2N7O17PSi2 | ωB97M-V with the def2-TZVPD basis set

The geometry in XYZ format:
```
108
Properties=species:S:1:pos:R:3:forces:R:3
C 3.724788 2.152819 -0.122478 -0.29 0.13 0.22
C 2.570977 1.876003 -1.087576 0.26 0.03 -0.15
C 2.143907 0.401687 -1.234051 0.24 -0.03 0.02
C 3.339488 -0.532591 -1.494600 -0.25 -0.29 -0.17
Si 1.046971 -0.287221 0.126762 -0.44 -0.06 -0.43
C 0.332433 1.028181 1.273277 -0.01 -0.06 -0.01
C -0.696265 1.966534 0.621222 0.01 0.21 0.25
C -2.111256 1.762437 1.136726 0.06 0.37 -0.13
O -0.687060 1.809279 -0.804663 0.11 0.08 -0.03
O 1.922024 -1.390114 1.024650 0.05 0.33 0.31
Si 3.120921 -1.208630 2.113874 0.21 0.06 -0.04
C 2.446515 -0.885322 3.850390 0.12 -0.10 0.03
O 2.262688 -2.063438 4.624647 -0.20 0.14 0.14
C 1.212628 -2.867205 4.131211 0.05 -0.10 -0.08
C 4.105358 -2.808417 2.040761 -0.34 0.17 -0.20
Br 3.662429 -3.972264 0.615696 -0.12 -0.29 -0.24
C 5.083950 -3.204095 2.829403 0.43 -0.17 0.28
C 5.869917 -4.474201 2.766002 0.08 -0.05 -0.14
Br 5.631861 -1.997759 4.189738 0.08 0.14 0.29
P -0.644988 -1.486883 -0.746914 -0.53 0.10 -0.33
C 0.247099 -2.934244 -1.468796 0.43 -0.12 -0.06
C 0.668753 -2.658615 -2.924484 0.05 -0.01 0.02
C -1.421639 -2.211916 0.778472 0.21 -0.13 0.06
C -2.290703 -3.431850 0.456723 -0.14 0.05 0.17
H 4.560454 1.462431 -0.227883 -0.12 0.16 -0.04
H 3.378504 2.117151 0.917279 0.07 -0.15 -0.03
H 4.101067 3.162317 -0.283820 0.05 -0.01 -0.03
H 2.854791 2.229611 -2.083697 0.08 0.02 0.05
H 1.723706 2.492771 -0.782388 -0.09 -0.07 -0.07
H 1.519876 0.351748 -2.133392 -0.14 0.05 0.10
H 3.029833 -1.582504 -1.493862 -0.02 0.05 -0.04
H 4.116546 -0.447196 -0.736290 0.02 0.06 -0.03
H 3.776536 -0.338199 -2.477959 0.13 0.13 0.10
H 1.163991 1.623738 1.667378 0.03 -0.10 0.02
H -0.124041 0.517579 2.127814 0.04 0.01 0.00
H -0.412104 2.998518 0.853252 0.02 -0.02 -0.02
H -2.725319 2.565008 0.725871 -0.13 -0.23 -0.02
H -2.500059 0.797861 0.807962 0.01 -0.05 0.13
H -2.141033 1.860175 2.224082 -0.02 -0.21 0.00
H -0.693266 2.683919 -1.209573 -0.07 -0.16 0.02
H 4.041659 -0.109813 1.731018 -0.07 -0.02 0.06
H 1.505014 -0.318801 3.790354 0.01 -0.01 -0.05
H 3.160664 -0.257646 4.388262 -0.04 -0.04 0.02
H 0.347339 -2.265325 3.828182 0.01 0.02 0.06
H 0.909625 -3.543141 4.928954 0.04 -0.02 -0.02
H 1.537284 -3.460363 3.265149 -0.05 0.03 -0.02
H 5.199652 -5.332084 2.845725 0.04 0.01 0.03
H 6.376931 -4.552970 1.799755 -0.05 0.00 0.02
H 6.618828 -4.517009 3.550385 -0.04 -0.04 0.06
H 1.126550 -3.207698 -0.877237 -0.12 0.02 0.09
H -0.435359 -3.784141 -1.438817 0.00 0.01 0.00
H 1.659683 -3.065841 -3.134302 -0.04 -0.04 0.00
H -0.033291 -3.109415 -3.625468 -0.03 0.07 0.00
H 0.712909 -1.589092 -3.141372 0.00 -0.01 -0.01
H -0.670891 -2.483912 1.527786 -0.05 0.05 0.02
H -2.045661 -1.420488 1.199531 0.05 0.01 0.07
H -2.827751 -3.310158 -0.486841 0.03 0.00 -0.03
H -3.038393 -3.585903 1.240151 0.05 -0.02 0.01
H -1.694972 -4.342940 0.398445 0.00 0.02 -0.09
C -3.849220 -2.729362 -4.474379 0.04 0.00 0.00
N -3.572853 -3.668003 -3.355186 0.10 0.02 0.18
O -2.469639 -4.165488 -3.280112 -0.06 -0.02 -0.04
O -4.475054 -3.868486 -2.562787 -0.03 0.00 -0.07
H -2.951995 -2.658828 -5.076466 0.00 0.01 -0.01
H -4.687161 -3.137385 -5.031865 -0.02 0.02 0.01
H -4.119898 -1.775396 -4.030881 -0.02 0.04 0.01
C 7.160378 2.034538 -3.611869 -0.04 -0.04 -0.01
N 5.871110 2.610799 -3.138627 0.02 -0.07 0.15
O 4.868413 2.358620 -3.773827 0.02 0.04 -0.02
O 5.914549 3.286903 -2.131964 0.02 0.05 -0.16
H 6.963471 1.457475 -4.506702 0.00 -0.01 0.00
H 7.832135 2.866213 -3.800666 0.01 0.01 0.02
H 7.542867 1.415884 -2.805189 -0.01 -0.01 0.01
C -5.107520 0.678208 -0.948837 0.16 -0.11 0.03
N -5.455514 0.967122 -2.366109 -0.04 0.04 -0.10
O -4.805583 0.425863 -3.241511 -0.02 -0.04 0.05
O -6.372983 1.734351 -2.562226 0.04 -0.04 0.02
H -4.276664 -0.019102 -0.935269 0.02 0.02 -0.07
H -4.843106 1.625071 -0.485861 -0.07 0.02 0.00
H -5.992788 0.254464 -0.483923 -0.03 0.07 0.01
C 7.760440 -1.200263 1.184616 0.03 -0.11 -0.05
N 7.193493 -0.688078 -0.093439 -0.01 0.13 0.06
O 7.488032 -1.262056 -1.121008 -0.01 0.01 -0.02
O 6.479611 0.293337 -0.021753 0.19 -0.14 -0.03
H 8.381401 -2.057750 0.953973 0.00 0.00 0.00
H 8.334771 -0.392128 1.627433 -0.03 0.03 0.00
H 6.932902 -1.461994 1.838633 -0.01 0.08 -0.08
C -5.396571 -5.872217 -0.177240 -0.04 0.06 -0.07
N -5.997369 -5.900114 1.184449 0.02 -0.01 0.06
O -7.084014 -5.381873 1.340297 0.04 -0.01 -0.02
O -5.350881 -6.442687 2.057834 -0.02 0.02 -0.03
H -6.078493 -5.358483 -0.842410 0.00 0.00 0.01
H -4.447797 -5.349135 -0.106157 0.01 -0.02 0.00
H -5.233729 -6.902857 -0.477143 0.03 -0.01 0.02
C -4.728578 6.322645 0.360253 0.20 -0.11 -0.01
N -4.165028 4.961987 0.134405 -0.06 -0.13 -0.06
O -2.958918 4.822730 0.146474 0.06 0.18 -0.03
O -4.958886 4.060677 -0.050941 0.00 0.04 0.02
H -3.898453 7.003263 0.503086 -0.03 0.03 0.01
H -5.318821 6.577934 -0.513216 -0.05 -0.02 0.05
H -5.368437 6.257709 1.234069 -0.03 0.01 -0.06
C -7.548837 10.039071 1.966525 0.04 0.05 -0.03
N -6.743337 9.143852 1.091659 0.04 -0.06 -0.06
O -5.728065 9.585986 0.596449 -0.03 0.00 0.05
O -7.158251 8.013235 0.930259 -0.09 0.10 0.06
H -7.052684 11.000392 2.010866 0.00 0.00 0.00
H -8.538176 10.109110 1.525128 -0.01 -0.02 0.01
H -7.608367 9.563884 2.940728 -0.02 -0.01 0.00
```
Forces are in eV/Å.

The max |F| comes out at 0.63 eV/Å. As for the SMILES: CC[C@@H](C)[Si@](C[C@H](C)O)(O[Si@@H](COC)/C(Br)=C(/C)Br)P(CC)CC.C[N+](=O)[O-].C[N+](=O)[O-].C[N+](=O)[O-].C[N+](=O)[O-].C[N+](=O)[O-].C[N+](=O)[O-].C[N+](=O)[O-]. Its charge is 0. The LUMO energy is -0.3 eV. As for the HOMO energy: -0.281 Eh. The total energy is -8640.12453 Eh.

Here are the Mulliken charges for atoms 1 to 5, given in e: -0.74, -0.57, 1.15, -1.25, -0.49

=====

no.,Kohn-Sham gap (eV)
1,9.1
2,7.3